Below is C39H41IrN2O8P4 as an isolated structure at a distorted geometry, with properties calculated with wB97M-V/def2-TZVPD.

Calculated values
ΔE to the lowest compared entry with this formula, charge and spin in eV: 2.5271
Electronic energy in hartree: -3691.855672
HOMO-LUMO gap (spin up / spin down) in eV: 6.060 / 6.082

ORCA input file:
```
! wB97M-V def2-TZVPD RIJCOSX def2/J DEFGRID3
* xyz 1 2
Ir 0.755 -1.200 0.464
C 4.072 -3.720 -1.797
C 3.638 -3.775 -0.342
O 4.142 -4.936 0.309
P 4.123 -2.255 0.562
O 5.672 -1.998 0.377
O 4.033 -2.623 2.108
O 3.315 -1.095 0.138
P 1.786 -3.711 -0.142
O 1.274 -5.209 -0.292
O 1.550 -3.196 1.278
O 1.123 -2.838 -1.173
H 5.087 -3.336 -1.893
H 3.392 -3.078 -2.355
H 4.030 -4.724 -2.216
H 4.319 -4.748 1.240
H 6.246 -2.466 0.998
H 3.089 -2.733 2.341
H 1.720 -5.834 0.296
C -1.329 1.636 -0.744
N -0.725 2.641 0.014
C 0.576 2.425 0.586
P 1.586 1.001 -0.035
C 1.776 1.273 -1.817
C 2.140 0.181 -2.603
C 2.294 0.329 -3.972
C 2.061 1.562 -4.566
C 1.676 2.645 -3.789
C 1.539 2.508 -2.418
C 3.161 1.519 0.707
C 3.309 1.456 2.092
C 4.529 1.760 2.669
C 5.607 2.121 1.873
C 5.468 2.161 0.495
C 4.250 1.853 -0.090
C -1.358 3.851 0.310
C -1.025 4.576 1.463
C -1.575 5.824 1.697
C -2.472 6.383 0.800
C -2.817 5.668 -0.338
C -2.274 4.420 -0.585
P -1.540 -0.257 0.259
C -2.127 0.486 1.798
C -1.393 0.148 2.944
C -1.799 0.580 4.192
C -2.940 1.366 4.312
C -3.635 1.753 3.177
C -3.226 1.333 1.920
C -2.845 -0.637 -0.942
C -4.212 -0.592 -0.678
C -5.111 -0.931 -1.679
C -4.658 -1.332 -2.928
C -3.296 -1.410 -3.180
C -2.390 -1.058 -2.194
H -0.708 1.251 -1.555
H -2.327 1.900 -1.071
H 0.486 2.213 1.663
H 1.174 3.337 0.486
H 2.301 -0.776 -2.126
H 2.585 -0.521 -4.575
H 2.179 1.681 -5.635
H 1.480 3.604 -4.249
H 1.245 3.367 -1.827
H 2.477 1.145 2.714
H 4.651 1.705 3.743
H 6.558 2.356 2.329
H 6.311 2.422 -0.130
H 4.146 1.858 -1.166
H -0.343 4.160 2.190
H -1.287 6.368 2.587
H -2.892 7.362 0.984
H -3.500 6.101 -1.057
H -2.521 3.911 -1.507
H -0.513 -0.478 2.818
H -1.237 0.302 5.074
H -3.286 1.665 5.292
H -4.512 2.380 3.271
H -3.759 1.667 1.039
H -4.576 -0.299 0.298
H -6.173 -0.879 -1.483
H -5.367 -1.577 -3.707
H -2.944 -1.739 -4.149
H -1.322 -1.116 -2.380
O -1.560 -2.027 1.061
N -2.334 -3.091 0.773
C -2.035 -3.857 -0.303
C -2.945 -4.758 -0.786
C -4.198 -4.882 -0.193
C -4.484 -4.064 0.896
C -3.556 -3.169 1.353
H -1.045 -3.707 -0.710
H -2.677 -5.367 -1.637
H -4.928 -5.587 -0.560
H -5.441 -4.124 1.394
H -3.714 -2.504 2.189
*
```